C33H37O5Ti | ωB97M-V/def2-TZVPD

XYZ file:
```
76
Properties=species:S:1:pos:R:3:forces:R:3:lowdin_charge:R:1
C 0.32789 -1.15311 -4.25615 -0.10 -0.61 -0.63 -0.223
C 0.06292 -1.83343 -2.89871 0.61 -0.02 -0.06 -0.046
C -0.08544 0.33423 -4.04985 -0.14 0.07 -0.19 -0.029
C -0.90433 0.41390 -2.73166 -0.47 -0.23 0.24 -0.154
H -0.73714 0.59497 -4.89490 0.37 0.13 0.24 0.118
H 0.79176 0.98660 -4.06261 -0.18 -0.10 -0.02 0.113
C -1.10822 -1.05536 -2.30072 -0.09 -0.04 -0.39 -0.216
H 0.96122 -1.70683 -2.26688 -0.30 -0.12 -0.24 0.136
H -0.14622 -2.90797 -3.02686 0.16 0.40 0.21 0.136
C -1.16189 -1.06122 -0.78717 -0.32 0.69 0.30 -0.164
H -2.03583 -1.44199 -2.74688 0.05 0.04 0.25 0.155
H -1.88122 0.87567 -2.96354 0.37 -0.18 0.15 0.149
C -0.33987 1.13923 -1.46902 0.03 -1.36 0.98 -0.402
C 1.75923 -1.32452 -4.77550 1.61 -0.36 1.71 -0.407
C -0.47698 -1.79137 -5.40908 -1.16 1.22 -0.80 -0.430
O -1.10329 -1.13777 -6.22913 0.49 -0.79 0.94 0.098
O 2.73642 -1.48947 -4.05499 -1.41 0.36 -1.16 0.116
O 1.83248 -1.31459 -6.11729 0.22 0.12 0.15 -0.033
O -0.39191 -3.13065 -5.49240 -0.06 0.46 0.16 -0.021
C -1.08225 -3.65025 -6.63405 0.25 -0.54 -0.22 -0.042
H -0.94620 -4.73433 -6.58536 -0.09 0.23 0.03 0.095
H -0.64102 -3.26669 -7.55940 -0.06 0.01 0.19 0.098
H -2.13779 -3.38642 -6.61381 0.04 0.00 0.07 0.095
C 3.13430 -1.55904 -6.66980 0.19 -0.08 0.04 -0.028
H 3.89843 -0.93780 -6.18772 -0.28 -0.13 -0.09 0.097
H 3.05147 -1.31875 -7.72846 0.00 -0.01 0.10 0.091
H 3.40655 -2.61600 -6.54640 -0.10 0.28 0.04 0.102
O -0.39502 0.07623 -0.30018 -0.47 0.64 -2.79 -0.191
H -0.78282 -1.99140 -0.33464 -0.05 0.52 -0.14 0.110
H -2.18717 -0.90799 -0.43057 0.05 -0.22 -0.18 0.110
C -1.21016 2.27980 -0.99622 -0.29 0.44 -0.34 -0.037
C 1.08228 1.61289 -1.68317 0.30 0.25 0.09 -0.036
H 1.04916 2.39623 -2.45935 0.07 -0.23 0.16 0.095
H 1.76589 0.81616 -2.02085 -0.28 0.25 0.17 0.095
H 1.49013 2.08711 -0.78131 -0.16 -0.21 -0.18 0.092
H -0.70342 2.81485 -0.18636 -0.19 -0.09 -0.23 0.071
H -2.18840 1.91563 -0.62966 0.43 0.18 -0.24 0.106
H -1.36890 2.99612 -1.82609 -0.03 -0.28 0.29 0.097
Ti -0.18837 -0.44502 2.12310 0.17 -1.41 2.44 0.669
C -1.71409 -0.55207 4.02670 -0.29 -1.24 -0.13 -0.180
C -2.53245 -0.56976 2.85792 0.19 0.14 0.21 -0.184
C -2.21356 -1.74440 2.10312 0.50 -0.25 0.06 -0.218
H -3.33005 0.14111 2.61543 0.53 -0.20 0.10 0.100
C -1.18727 -2.45078 2.81230 -0.39 0.51 0.31 -0.201
C -0.86283 -1.69528 3.99466 -1.59 -0.03 0.15 -0.194
H -0.17932 -1.98397 4.78807 -0.10 0.10 -0.29 0.101
H -1.80545 0.12134 4.87547 0.21 0.01 -0.50 0.108
H -2.74486 -2.09169 1.22133 0.14 -0.02 0.26 0.076
H -0.81532 -3.44206 2.54840 0.02 0.52 0.04 0.099
C 2.02960 0.24739 2.33064 0.94 -0.64 -1.13 -0.176
C 1.86202 -0.88028 3.18749 0.05 0.07 -0.40 -0.192
C 1.52011 -2.00849 2.38065 0.20 0.51 -0.18 -0.205
H 2.08615 -0.89537 4.24641 -0.25 0.03 -0.17 0.087
C 1.47388 -1.58523 1.01876 0.58 0.37 -0.38 -0.204
C 1.84798 -0.19928 0.98566 0.94 -0.35 1.04 -0.181
H 2.10686 0.36540 0.09751 -0.50 -0.11 0.43 0.072
H 2.29480 1.25942 2.62369 -0.05 -0.34 -0.03 0.107
H 1.42084 -3.03606 2.72390 -0.16 0.42 -0.03 0.102
H 1.26810 -2.22158 0.16418 0.24 0.12 0.08 0.083
C 0.58016 3.08871 7.16179 -0.25 0.24 -0.63 -0.116
C 0.96570 1.76991 6.83835 -0.24 -0.35 -0.46 -0.105
C 0.64712 1.21532 5.60158 0.34 0.34 0.34 -0.038
C 0.04097 1.98975 4.57297 -0.76 1.60 -0.14 -0.168
C -0.27237 1.53360 3.24779 0.14 -1.11 -0.97 -0.139
C -0.95143 2.34602 2.37233 -0.16 1.34 0.77 -0.149
C -1.35712 3.66572 2.74054 0.17 -0.17 0.37 -0.096
C -1.07753 4.15090 4.00181 -0.23 0.02 -0.71 -0.085
C -0.36709 3.34385 4.92543 0.21 -0.86 0.15 -0.185
C -0.10262 3.84049 6.21762 0.48 -0.23 0.68 -0.071
H 0.80935 3.50284 8.14170 -0.05 -0.06 -0.15 0.085
H 1.50448 1.16766 7.57366 -0.24 0.12 -0.16 0.089
H 0.87818 0.16605 5.41993 -0.06 0.37 -0.13 0.081
H -1.22479 1.98058 1.37608 0.11 0.15 0.65 0.042
H -1.88671 4.28654 2.02612 -0.12 0.10 -0.02 0.082
H -1.41663 5.14750 4.31536 0.22 -0.37 -0.15 0.095
H -0.44112 4.84849 6.44830 0.07 -0.06 0.08 0.095
```
Positions in Å, forces in eV/Å.

Computed properties:
LUMO (spin up / spin down)   2.1 / 2.1 eV
Gap between HOMO and LUMO (spin up / spin down)   3.1 / 3.1 eV
Total charge   -1
Largest force on an atom   2.9 eV Å⁻¹

---

C33H38BClKN6O2P2S2 | ωB97M-V/def2-TZVPD

XYZ file:
```
86
Properties=species:S:1:pos:R:3:forces:R:3:lowdin_charge:R:1
K 0.75821 1.14225 1.19788 -0.58 0.57 -0.04 0.451
C -1.50546 1.67953 5.30421 -0.04 -0.02 0.01 -0.090
C -1.04592 2.90099 4.78887 0.08 -0.08 0.04 -0.211
N 0.22453 2.81838 4.41828 0.04 0.22 0.03 0.059
N 0.61680 1.55998 4.68298 -0.17 -0.13 -0.05 -0.048
C -0.40383 0.85561 5.22141 -0.04 0.01 0.06 -0.116
B 2.07873 1.03741 4.45724 -0.09 0.15 -0.11 -0.531
N 2.01041 -0.28616 3.64327 -0.03 -0.23 0.32 -0.050
C 1.54482 -1.48480 4.05476 0.06 -0.15 -0.05 -0.113
C 1.57788 -2.35404 2.98374 -0.03 0.01 0.07 -0.066
C 2.10553 -1.58021 1.93939 0.16 -0.20 0.10 -0.187
N 2.36659 -0.34670 2.35021 0.50 -0.50 0.02 -0.052
N 2.88193 2.06606 3.66040 0.08 0.08 0.29 -0.057
C 4.09300 2.56599 3.97283 0.06 0.10 -0.02 -0.094
C 4.45159 3.46844 2.99549 0.03 0.00 -0.03 -0.082
C 3.36712 3.44488 2.10334 0.02 -0.05 0.14 -0.166
N 2.43379 2.60042 2.51447 0.26 0.36 -0.06 -0.043
H -2.48759 1.43229 5.67153 0.02 -0.01 0.02 0.078
H -1.57882 3.83262 4.68153 0.00 0.01 -0.07 0.085
H -0.28511 -0.16586 5.54181 0.01 0.02 -0.09 0.096
H 2.60024 0.82918 5.52423 0.09 -0.02 0.03 0.109
H 1.24799 -1.65836 5.07660 0.02 0.07 -0.01 0.108
H 1.26822 -3.38490 2.95187 0.02 0.00 0.01 0.090
H 2.31052 -1.87825 0.92287 -0.11 0.06 -0.02 0.053
H 4.61968 2.25120 4.85835 -0.09 -0.03 0.03 0.110
H 5.35444 4.05167 2.93312 0.00 -0.02 0.01 0.077
H 3.22596 4.00603 1.19198 0.00 -0.02 -0.01 0.097
Cl -1.82540 3.33432 1.33227 0.16 0.48 0.21 0.698
C -3.41033 2.72751 0.99459 -0.22 -0.41 -0.15 -0.656
C -4.51452 3.50232 1.31922 0.00 0.13 0.08 -0.110
C -5.78232 3.03078 1.02720 0.02 0.00 -0.01 -0.091
C -5.94011 1.78951 0.42709 -0.06 -0.07 -0.01 -0.083
C -4.82934 1.02281 0.11857 -0.02 0.08 0.07 -0.069
C -3.54191 1.47651 0.39358 0.22 0.13 0.12 -0.367
P -2.00398 0.54450 -0.07942 -0.71 -0.30 -0.27 1.031
C -2.50199 -1.13396 0.45854 0.07 0.04 0.05 -0.363
C -3.38304 -2.00383 -0.17963 0.04 -0.01 -0.01 -0.110
C -3.72200 -3.21127 0.40938 -0.06 -0.07 -0.04 -0.082
C -3.19408 -3.56704 1.64259 0.02 0.03 0.02 -0.088
C -2.30370 -2.71659 2.27875 -0.01 -0.02 0.07 -0.077
C -1.95626 -1.51428 1.68508 -0.01 0.01 -0.12 -0.101
C -2.28966 0.64398 -1.88519 0.05 0.02 -0.01 -0.367
C -2.49299 1.92260 -2.41280 -0.01 -0.08 -0.06 -0.094
C -2.62375 2.11029 -3.77755 -0.01 0.04 0.01 -0.089
C -2.56895 1.02002 -4.63668 -0.01 0.01 -0.04 -0.098
C -2.36030 -0.24739 -4.11974 0.02 -0.05 -0.06 -0.088
C -2.19966 -0.43719 -2.75314 0.08 0.01 0.03 -0.103
H -4.38041 4.46165 1.80145 0.05 0.00 -0.04 0.102
H -6.64802 3.63637 1.26328 0.01 0.00 0.04 0.100
H -6.93290 1.41970 0.20268 0.02 -0.01 -0.01 0.100
H -4.95977 0.05411 -0.34418 0.00 -0.01 -0.02 0.098
H -3.78933 -1.75651 -1.15185 -0.04 0.03 0.03 0.094
H -4.40168 -3.88432 -0.09948 0.01 0.01 -0.01 0.100
H -3.46970 -4.50860 2.10118 0.02 -0.01 -0.02 0.098
H -1.87052 -2.98689 3.23383 0.02 0.00 -0.03 0.102
H -1.24043 -0.86664 2.17976 -0.02 -0.02 0.06 0.083
H -2.53991 2.78110 -1.75191 0.00 0.00 0.00 0.099
H -2.76589 3.10925 -4.17220 -0.01 -0.01 0.01 0.098
H -2.67390 1.16568 -5.70522 -0.01 -0.02 0.01 0.096
H -2.30135 -1.10231 -4.78215 0.03 0.00 0.01 0.104
H -1.96415 -1.42382 -2.37630 0.05 -0.02 0.00 0.078
C 4.28388 -3.03344 -1.01798 -0.17 0.09 -0.04 -0.059
C 3.95652 -1.74038 -1.75340 0.28 -0.05 0.19 -0.518
C 5.13345 -1.24520 -2.57874 -0.15 0.03 0.03 -0.049
O 2.86057 -1.94646 -2.64365 -0.25 0.12 -0.24 -0.343
P 1.32899 -1.54874 -2.23009 0.19 -0.35 -0.31 -0.157
S 0.49291 -2.97585 -1.17235 -0.08 0.20 0.05 0.215
S 1.37276 0.29401 -1.48892 0.01 -0.14 -0.70 0.215
O 0.64315 -1.64868 -3.69382 0.15 0.20 0.01 -0.345
C 1.03139 -1.15200 -4.99080 0.04 0.00 -0.11 -0.452
C 1.61047 0.25473 -5.00760 -0.13 -0.12 0.32 -0.070
C 1.94752 -2.15174 -5.68747 -0.14 -0.01 0.23 -0.052
H 5.02003 -2.83650 -0.23622 0.03 -0.05 -0.01 0.082
H 4.68049 -3.77820 -1.71149 0.02 -0.01 -0.01 0.079
H 3.37873 -3.43729 -0.56318 0.04 -0.01 0.02 0.041
H 3.68390 -0.96547 -1.02967 -0.03 -0.02 -0.04 0.084
H 5.37870 -1.97205 -3.35639 0.02 -0.02 0.01 0.079
H 6.00324 -1.10671 -1.93431 0.03 0.00 -0.03 0.079
H 4.89391 -0.29354 -3.05518 0.00 0.00 0.02 0.074
H 0.08053 -1.12516 -5.53301 0.01 -0.01 0.03 0.120
H 2.53748 0.29407 -4.43947 0.10 0.04 0.02 0.060
H 0.91163 0.95703 -4.55567 0.01 0.05 0.02 0.063
H 1.80823 0.55302 -6.03996 -0.03 -0.05 0.01 0.078
H 2.87885 -2.24889 -5.13505 0.09 0.01 0.02 0.067
H 2.16285 -1.81043 -6.70221 -0.03 -0.03 -0.01 0.075
H 1.47083 -3.13214 -5.72764 0.02 0.01 -0.03 0.082
```
Positions in Å, forces in eV/Å.

Computed properties:
LUMO   2.3 eV
ΔE to the lowest compared entry with this formula, charge and spin   0.785 eV
Gap between HOMO and LUMO   7.1 eV
Total charge   -1
Largest force on an atom   0.8 eV Å⁻¹

---

C33H38BN9O5PSr | ωB97M-V/def2-TZVPD

XYZ file:
```
88
Properties=species:S:1:pos:R:3:forces:R:3:mulliken_spin:R:1
Sr 4.44493 -10.41791 16.30603 0.55 0.58 0.24 0.009
O 4.91137 -4.00759 15.73199 0.15 -0.24 -0.06 0.000
C 4.94216 -5.28250 16.19674 -0.10 -0.72 1.28 0.000
C 3.89956 -5.83294 16.98915 1.61 -1.03 -1.20 0.000
C 3.95834 -7.20152 17.28783 -0.05 1.37 -0.10 -0.001
N 4.99466 -7.94357 16.89036 -0.72 -0.82 0.94 0.002
C 6.08527 -7.39022 16.38893 -0.02 0.48 -0.49 -0.001
C 6.10698 -6.04204 16.03189 -0.47 -0.25 -0.56 0.000
C 7.31927 -8.31934 16.28883 -0.43 -0.55 0.68 0.000
O 8.39481 -7.73934 16.27908 0.37 -0.06 -0.32 0.000
O 7.08665 -9.58426 16.37365 -0.56 0.62 -0.25 0.001
C 2.89565 -7.85040 18.19813 0.22 -0.34 0.35 0.000
O 2.48444 -7.11506 19.12648 0.05 -1.21 -1.30 0.000
O 2.64258 -9.09621 17.94585 0.49 1.23 0.22 0.003
H 4.07101 -3.59404 15.95228 -0.06 -0.06 0.05 0.000
H 3.08035 -5.24619 17.27805 -1.07 0.64 0.49 0.000
H 6.95571 -5.65764 15.49592 0.27 0.20 0.13 0.000
C 6.51083 -11.91603 12.36550 -0.04 0.08 -0.16 0.000
C 6.36365 -10.94294 13.35784 0.11 0.58 0.87 0.000
N 5.11997 -10.95736 13.84387 0.28 -0.05 0.35 0.001
N 4.44742 -11.92916 13.18853 -0.68 -0.61 0.31 -0.001
C 5.27464 -12.50548 12.27797 0.45 0.40 0.28 0.000
B 3.18164 -12.71958 13.76870 0.00 -0.37 -0.13 0.002
N 3.63109 -13.71812 14.91921 0.24 0.87 -0.42 0.001
C 3.20135 -14.92275 15.34048 -0.18 0.11 0.18 -0.001
C 3.57912 -15.09234 16.65317 0.47 0.63 0.02 0.010
C 4.27353 -13.90338 16.95888 -0.38 -0.57 -1.12 -0.060
N 4.31265 -13.09848 15.89839 0.01 0.10 0.87 -0.007
N 1.98812 -11.88089 14.37797 -0.29 0.25 -0.23 0.000
C 0.67411 -11.83778 14.02930 0.23 -0.41 -0.44 0.000
C -0.03225 -11.05705 14.91485 -0.14 0.03 -0.55 0.000
C 0.96378 -10.60467 15.78624 -0.48 -0.38 0.19 0.000
N 2.14299 -11.13013 15.48941 0.23 0.46 0.00 0.000
N 2.67181 -13.47594 12.55990 -0.56 0.04 -0.14 0.000
C 2.42919 -12.92972 11.34721 0.07 1.07 -0.48 0.000
C 2.00753 -13.94560 10.51918 -0.14 0.25 -0.90 0.000
C 1.97841 -15.07701 11.33823 0.23 0.24 -0.16 0.000
N 2.37678 -14.78905 12.55802 0.11 -0.31 0.48 0.000
H 7.37436 -12.16827 11.77185 -0.01 0.14 0.06 0.000
H 7.10142 -10.27026 13.83140 -0.55 -0.43 -0.51 0.000
H 4.98172 -13.25037 11.58033 -0.40 -0.53 -0.08 0.000
H 2.65562 -15.56165 14.68604 -0.18 -0.15 -0.24 0.000
H 3.42150 -15.94942 17.27198 -0.07 -0.22 0.15 0.000
H 4.76649 -13.61548 17.85147 0.41 0.18 0.72 0.056
H 0.29928 -12.35775 13.17186 0.08 -0.26 -0.25 0.000
H -1.11182 -10.84228 14.85639 0.93 -0.08 0.23 0.000
H 0.84061 -9.98084 16.64049 0.23 0.37 0.42 0.000
H 2.58144 -11.83643 11.17360 -0.10 -1.30 0.13 0.000
H 1.80495 -13.94341 9.44560 -0.03 0.30 0.58 0.000
H 1.72305 -16.07316 11.04405 -0.10 -0.36 0.12 0.000
C 3.64247 -13.81393 20.98739 -0.04 0.72 -0.63 0.067
C 5.11276 -13.51689 21.31021 -0.58 -0.24 -0.07 0.162
C 5.26280 -13.40385 22.83145 0.47 -0.31 0.52 0.042
C 5.87864 -14.71519 20.70354 0.56 1.35 0.46 0.014
P 5.48098 -11.82767 20.58216 0.01 -0.89 -0.13 0.211
C 4.39177 -10.58044 21.17942 0.48 0.04 0.68 0.096
C 3.14053 -10.33527 20.65213 -0.22 -0.28 -1.21 0.105
C 2.40181 -9.22967 21.05470 -0.32 -0.36 -0.27 -0.002
C 2.86605 -8.38917 22.04240 1.68 -1.65 0.39 0.028
C 4.08605 -8.74283 22.69833 -0.80 0.70 -0.43 0.011
C 4.86779 -9.78569 22.23035 -0.17 0.43 0.74 0.032
C 7.23367 -11.31064 20.34197 -0.74 0.38 -0.78 0.104
C 7.21235 -9.79165 20.06679 0.43 -0.17 -0.58 0.006
C 7.61828 -12.00460 19.01323 -1.06 -0.35 0.72 0.087
C 8.17573 -11.73033 21.45057 0.69 0.06 0.11 0.030
H 3.40252 -14.71904 21.50108 -0.26 -0.74 0.30 0.002
H 3.48045 -13.97595 19.90308 -0.03 0.22 0.56 -0.027
H 2.98153 -13.04687 21.38129 -0.18 0.14 -0.19 0.003
H 4.82160 -14.26743 23.34325 -0.08 -0.09 -0.36 0.010
H 4.77787 -12.53669 23.28115 -0.01 0.14 -0.26 -0.001
H 6.31203 -13.41538 23.13299 0.04 0.21 -0.06 -0.002
H 5.39870 -15.61590 21.03829 -0.36 -0.45 -0.03 0.000
H 6.90071 -14.76733 21.06598 0.28 0.10 -0.16 0.001
H 5.85804 -14.62467 19.62450 0.07 -0.38 -0.21 0.003
H 2.80002 -10.92295 19.78439 -0.02 0.34 0.59 0.024
H 1.47967 -9.06238 20.52248 -0.02 0.32 0.06 0.000
H 2.33668 -7.51628 22.31508 -0.46 0.71 0.28 0.001
H 4.39676 -8.13583 23.54802 0.15 -0.19 -0.25 0.002
H 5.81644 -10.00889 22.71980 -0.19 0.09 -0.14 0.005
H 6.50010 -9.49714 19.27580 0.23 -0.28 0.22 -0.001
H 8.21117 -9.57205 19.67251 -0.14 0.23 0.06 0.001
H 7.01543 -9.16864 20.92330 0.04 0.07 0.38 0.001
H 6.97928 -11.67691 18.19330 0.15 -0.01 -0.09 -0.040
H 7.54644 -13.07621 19.15532 -0.02 -0.36 -0.26 0.002
H 8.62580 -11.78014 18.77942 1.06 0.41 -0.33 0.007
H 7.96312 -11.21427 22.38695 -0.07 -0.17 0.10 -0.005
H 9.18972 -11.41833 21.14834 -0.27 -0.05 0.07 0.003
H 8.23361 -12.82008 21.60136 -0.25 0.38 0.00 0.004
```
Positions in Å, forces in eV/Å.

Computed properties:
LUMO (spin up / spin down)   -0.2 / -3.4 eV
2S+1   2
ΔE to the lowest compared entry with this formula, charge and spin   0.537 eV
Gap between HOMO and LUMO (spin up / spin down)   8.1 / 4.9 eV
Largest force on an atom   2.4 eV Å⁻¹